Computed, not measured: a 2-piece molecular cluster, C3H5ClN2O overall, with wB97M-V/def2-TZVPD.

The charge is 0. For the relative energy (zero: lowest compared OMol25 entry of this formula, charge and spin), the calculation gives 144.5 kcal/mol. The spin multiplicity is 1. The frontier orbital gap is 8.59 eV.

Element x y z (Å)
H 0.41918 -1.34595 -1.16201
H -2.45350 0.07212 2.15466
Cl 1.89294 -0.20266 0.66882
N -2.30943 0.41991 0.45219
H -1.61880 1.33276 0.67977
O -0.22197 1.78746 -0.31369
N -1.32481 -1.60562 -0.22324
C -1.29464 -0.36410 -0.14552
C -0.05319 0.58474 -0.54144
H 1.89398 -0.01378 -1.81167
H -2.25521 -1.89976 0.13371
C 1.18948 -0.33730 -1.05595

Atomic forces in eV per Å
H 3.32 2.10 0.04
H 0.51 0.54 -4.46
Cl 0.39 -0.91 -1.08
N 2.28 2.36 4.57
H -2.97 -2.18 -0.67
O 1.43 -2.72 -1.01
N -0.34 -1.37 -0.79
C 0.04 2.22 1.88
C -0.61 0.57 -0.84
H -0.17 0.00 0.08
H 0.81 -0.16 -0.18
C -4.68 -0.44 2.47